ORCA calculation (ωB97M-V/def2-TZVPD) on a cluster of 6 separate species, C16H32BCl4F4O6S3 in total in a non-equilibrium geometry.

Kohn-Sham gap (alpha / beta) ... 9.030 / 2.606 eV
Charge ... 0
E_HOMO (alpha / beta) ... -9.58 / -9.58 eV
2S+1 ... 2
Expectation value of S² ... 0.757

CARTESIAN COORDINATES (ANGSTROEM)
H  -7.36  7.67  -17.39
H  -11.82  4.18  -17.98
O  -4.75  7.88  -19.09
F  -11.97  8.45  -18.40
C  -6.30  8.29  -15.63
H  -12.95  4.97  -15.90
H  -11.99  7.63  -22.25
H  -8.16  15.74  -16.89
H  -15.47  4.99  -16.87
H  -10.50  12.80  -17.54
S  -7.78  13.41  -17.88
Cl  -9.65  7.82  -22.94
H  -8.88  15.56  -18.53
C  -6.55  9.90  -19.73
H  -10.82  15.14  -17.24
H  -14.49  7.37  -18.50
H  -8.18  12.21  -15.62
H  -5.45  7.64  -15.80
C  -7.52  7.68  -16.31
F  -11.34  9.89  -16.80
H  -6.54  10.78  -19.08
C  -9.94  14.67  -16.79
H  -9.00  11.42  -16.95
Cl  -11.81  10.47  -23.32
C  -14.80  6.32  -18.47
H  -9.99  15.24  -15.86
F  -10.94  10.34  -19.00
H  -5.88  7.70  -21.53
H  -15.77  6.44  -18.95
H  -5.66  10.81  -22.11
H  -4.41  8.50  -22.12
H  -15.15  6.50  -16.30
O  -6.46  13.38  -17.45
C  -12.37  5.12  -17.94
H  -6.40  8.47  -14.56
B  -10.98  9.37  -18.05
C  -6.18  9.85  -22.07
C  -7.27  10.14  -21.03
H  -10.75  7.91  -20.88
H  -11.70  5.97  -18.06
O  -14.06  3.97  -19.75
C  -11.35  9.68  -21.79
H  -10.41  10.15  -21.48
C  -14.79  5.82  -17.07
C  -13.23  5.60  -16.74
F  -9.78  8.69  -18.05
H  -7.98  9.31  -21.10
S  -13.48  5.29  -19.46
H  -6.66  9.65  -23.03
H  -12.88  6.61  -16.53
C  -10.07  13.16  -16.61
H  -12.22  9.88  -21.17
H  -7.20  9.26  -19.14
S  -4.87  9.09  -19.89
Cl  -5.87  9.99  -16.17
C  -8.70  12.39  -16.56
O  -8.08  13.10  -19.26
H  -10.76  12.74  -15.88
O  -3.89  10.12  -20.00
Cl  -7.63  6.05  -15.94
C  -8.70  15.08  -17.57
O  -12.89  6.01  -20.62
C  -11.12  8.17  -21.87
H  -7.76  11.10  -21.13
H  -8.53  8.06  -16.15
C  -5.37  8.66  -21.64

ORCA calculation (ωB97M-V/def2-TZVPD) on a structure of composition C10H21AlBBeBrF2LiNO16S in a non-equilibrium geometry.

Kohn-Sham gap ... 1.529 eV
ΔE to the lowest compared entry with this formula, charge and spin ... 0.000 eV
Charge ... 0
E_HOMO ... -7.03 eV

CARTESIAN COORDINATES (ANGSTROEM)
O  1.31  -3.90  -0.16
H  -1.53  -2.54  3.87
Al  -2.28  -2.74  -2.44
C  3.78  4.16  3.01
H  1.73  1.15  -2.38
N  1.01  -5.48  -3.09
O  3.31  -4.69  0.87
H  -0.66  3.06  -2.37
C  -2.78  0.72  -1.97
Be  2.15  0.32  -0.98
C  2.37  3.66  2.99
H  4.45  3.45  2.53
O  -3.75  1.31  -2.81
C  -2.77  -2.17  0.84
H  -1.79  -1.03  -2.84
C  -1.64  0.07  -2.77
O  -3.89  -1.37  1.15
O  -1.76  -1.40  0.55
C  -4.60  2.08  -2.13
H  0.95  3.56  -2.97
H  -3.40  -0.57  0.99
H  -5.21  2.74  -2.74
H  -0.30  0.63  -0.93
H  -2.33  1.47  -1.31
F  0.83  1.36  -4.17
Li  -2.24  0.46  0.83
H  0.78  2.95  -1.33
O  -1.15  -3.42  4.08
H  3.88  5.11  2.46
F  5.20  2.31  4.23
H  -0.33  -3.60  3.55
O  -2.86  -3.37  0.87
H  -3.24  -0.04  -1.32
B  -0.22  0.31  -2.11
C  0.73  1.44  -2.81
C  1.13  2.20  1.83
S  1.86  -4.85  0.84
C  0.41  2.85  -2.35
O  1.11  1.75  3.09
O  1.56  -6.20  0.36
H  0.39  -0.76  -2.20
O  2.19  -5.63  -2.79
H  4.12  4.32  4.03
Br  -2.42  0.71  -5.39
H  -1.56  0.57  -3.96
O  1.26  -4.62  2.15
O  -4.72  2.05  -0.93
H  3.11  1.76  3.74
O  0.47  1.72  0.93
C  2.22  2.40  3.79
H  1.97  2.58  4.83
H  -1.81  -4.13  3.96
O  1.96  3.22  1.67
O  0.50  -4.36  -2.77
O  0.37  -6.32  -3.69
H  1.67  4.44  3.31

ORCA calculation (ωB97M-V/def2-TZVPD) on the molecule C13H16F7NO5S in a non-equilibrium geometry.

Kohn-Sham gap ... 9.715 eV
Charge ... 0
E_HOMO ... -10.23 eV
SMILES ... CCC[C@@H]1[C@@H](N(C)C(C)=O)C(=O)O[C@@H]1S(=O)(=O)C(F)(F)C(F)(F)C(F)(F)F

CARTESIAN COORDINATES (ANGSTROEM)
H  -1.87  0.74  -3.91
N  -0.43  -2.45  1.60
O  -2.64  -1.82  2.02
H  0.97  -0.83  1.33
H  -1.07  0.95  -0.87
H  0.06  -0.10  3.11
F  0.35  3.91  1.70
H  -0.78  -1.10  4.42
C  -1.44  -1.60  2.32
F  2.96  1.32  0.39
H  -3.66  0.97  -3.35
S  1.66  0.91  -2.02
C  -1.39  -0.14  -0.78
C  1.68  -2.46  0.08
C  -2.38  -0.43  -2.05
C  0.42  -1.63  0.70
C  -2.56  0.86  -3.01
C  0.31  3.01  0.59
H  0.80  -4.04  2.41
F  2.45  4.14  0.46
H  -1.68  0.32  3.50
O  2.74  0.69  -3.07
C  -0.15  -1.13  -0.71
C  0.39  -3.03  2.75
C  -0.96  -0.55  3.42
H  -2.07  -1.37  -2.63
H  1.25  -2.31  2.99
C  2.46  2.04  -0.75
C  1.59  3.31  -0.33
F  0.25  1.73  1.15
C  1.25  -0.78  -1.40
H  1.30  -1.42  -2.36
H  -0.26  -3.21  3.67
F  -0.84  3.39  -0.14
F  1.18  4.12  -1.41
O  0.53  1.59  -2.78
H  -2.30  1.85  -2.49
H  -2.09  -0.18  0.13
O  2.35  -1.38  -0.63
O  1.96  -3.66  0.14
F  3.64  2.58  -1.35
H  -3.44  -0.66  -1.65
H  -0.54  -2.11  -1.20